1.
An isolated molecule of CH3ClN2 in a non-equilibrium geometry. Source: the Open Molecules 2025 dataset; level of theory: the ωB97M-V functional and the def2-TZVPD basis.

Structure (XYZ):
```
7
Properties=species:S:1:pos:R:3:forces:R:3:lowdin_charge:R:1
C -0.256838 0.171098 0.139864 1.68 0.54 -2.35 -0.25
N -1.090798 0.455182 1.266629 0.60 5.63 0.57 -0.05
N -0.914705 2.036513 1.527332 -0.24 -6.04 -1.70 -0.49
Cl -2.148914 2.525865 2.500270 -0.30 0.00 0.51 0.54
H 0.246510 1.090366 -0.396698 -1.02 -1.57 1.29 0.10
H -0.753657 -0.416415 -0.683655 -0.54 0.84 0.85 0.08
H 0.539981 -0.586935 0.306035 -0.18 0.59 0.84 0.07
```
Positions in Å, forces in eV/Å.

Computed properties:
orbital gap (alpha / beta) = 9.38 / 9.33 eV
multiplicity = 1
E_tot = -16583.4475 eV
charge = 0
structure (SMILES) = C/N=N/Cl
energy above the lowest of the compared OMol25 structures with the same formula, charge and spin = 5.5032 eV
HOMO level (alpha / beta) = -10.14 / -10.28 eV

2.
C17H15N7S2Ta as an isolated structure in a non-equilibrium geometry. Source: the Open Molecules 2025 dataset; level of theory: the ωB97M-V functional and the def2-TZVPD basis.

Structure (XYZ):
```
42
Properties=species:S:1:pos:R:3:forces:R:3:lowdin_charge:R:1
Ta -0.785069 0.877726 0.045774 0.35 -0.79 -1.91 1.47
N -5.144369 0.074026 -1.170526 -0.38 -0.24 -0.14 0.17
C -3.968869 0.602026 -0.927426 1.16 0.40 -0.07 -0.73
S -2.518169 -0.436074 -1.158626 1.42 1.06 1.22 0.73
N -3.826969 1.835726 -0.559326 -2.03 0.49 -0.14 0.00
N -2.651369 2.289726 -0.201426 2.21 -1.16 0.31 -0.16
C -2.442469 3.566426 -0.126926 -0.55 -0.29 -0.13 0.00
C -1.183369 4.046826 0.373774 0.52 0.79 0.15 -0.25
C -0.891769 5.413426 0.417374 -0.28 -0.72 -0.09 0.06
C 0.296231 5.833526 0.994574 0.23 -0.28 0.10 0.04
C 1.158831 4.876026 1.519074 -0.24 -0.01 -0.12 0.02
C 0.828431 3.534426 1.392574 0.46 0.00 0.21 -0.10
N -0.302469 3.118326 0.821774 -0.64 -1.47 -0.25 -0.05
H -5.262669 -0.869174 -1.517026 0.07 0.14 0.06 0.13
H -5.976969 0.637326 -1.034826 0.08 -0.02 -0.04 0.15
H -3.229569 4.267526 -0.392926 -0.03 -0.14 -0.05 0.17
H -1.591169 6.118826 -0.005726 -0.10 0.06 0.05 0.14
H 0.541631 6.884126 1.036874 0.02 0.09 0.05 0.14
H 2.072031 5.159826 2.017974 0.09 -0.01 0.02 0.14
H 1.487831 2.761026 1.768774 0.04 0.06 0.03 0.12
N 2.852431 0.354626 0.060374 0.41 -0.09 0.01 0.16
C 2.657331 1.137826 -0.988726 -0.11 -0.12 0.62 -0.79
N 3.633331 1.828826 -1.533226 0.07 0.04 -0.16 0.18
S 1.072931 1.320926 -1.705326 -1.69 -0.28 0.43 0.68
H 3.791731 0.219326 0.421274 -0.09 0.01 0.01 0.15
H 2.143331 -0.298174 0.386974 0.05 0.23 -0.20 0.05
H 4.601731 1.729926 -1.245626 -0.10 -0.09 0.02 0.16
H 3.472131 2.435526 -2.329126 -0.08 -0.07 0.10 0.14
N 1.335231 -8.821874 -0.109126 0.15 -0.85 -0.10 0.25
C 1.122231 -7.703974 -0.014426 -0.08 0.35 0.05 -0.14
C 0.878631 -6.313774 0.121374 -0.12 0.56 0.06 -0.16
C -0.012669 -5.853674 1.096474 -0.09 0.15 0.09 0.03
C -0.226769 -4.502274 1.249274 -0.06 -0.16 0.12 0.03
C 0.452631 -3.580974 0.425074 -0.17 0.23 0.10 -0.22
C 1.327731 -4.059174 -0.572026 0.24 -0.08 -0.21 0.02
C 1.536931 -5.410374 -0.722526 0.00 0.20 0.01 0.03
C 0.201031 -2.211374 0.560874 0.36 -1.77 -0.31 -0.04
C -0.040669 -1.004774 0.595174 -1.06 3.73 0.01 -0.26
H -0.529769 -6.563374 1.724674 -0.01 -0.03 0.06 0.14
H -0.908069 -4.140774 2.001974 -0.09 0.00 0.12 0.13
H 1.825731 -3.366174 -1.233126 0.06 0.06 -0.03 0.13
H 2.203131 -5.787874 -1.484026 0.04 0.03 -0.04 0.14
```
Positions in Å, forces in eV/Å.

Computed properties:
orbital gap = 5.08 eV
multiplicity = 1
E_tot = -51496.0628 eV
charge = +3
HOMO level = -17.07 eV

3.
An isolated molecule of C3H10N2S. Source: the Open Molecules 2025 dataset; level of theory: the ωB97M-V functional and the def2-TZVPD basis.

Structure (XYZ):
```
16
Properties=species:S:1:pos:R:3:forces:R:3:lowdin_charge:R:1
N -0.633773 -1.212040 0.673181 0.24 -0.17 0.36 0.01
C 0.233425 -0.088820 0.342979 -0.08 -0.80 0.00 -0.48
C 1.190858 -0.483987 -0.778348 0.38 0.60 -0.03 -0.55
S 1.894466 -2.139526 -0.545931 -0.63 -0.12 0.44 0.71
C -0.499224 1.193515 -0.059562 0.41 -0.25 0.21 -0.27
N -1.528526 1.523407 0.918101 -0.37 -0.10 -0.22 -0.01
H -1.288295 -1.581725 0.002484 0.02 0.32 -0.22 0.08
H 2.983552 -1.895351 -1.242999 0.56 0.09 -0.38 -0.18
H -1.020487 -1.162886 1.601034 -0.10 -0.04 -0.05 0.07
H 0.840102 0.049445 1.246235 -0.19 0.28 -0.10 0.14
H 2.013752 0.234316 -0.806596 -0.02 -0.04 0.11 0.08
H 0.705050 -0.378165 -1.742485 -0.25 -0.32 -0.21 0.07
H 0.258398 1.977789 -0.089601 -0.14 0.24 -0.08 0.11
H -0.867270 1.031216 -1.080819 -0.17 0.14 -0.01 0.11
H -2.124096 0.703835 1.015279 0.11 0.03 0.11 0.05
H -2.157936 2.228979 0.547048 0.23 0.15 0.07 0.07
```
Positions in Å, forces in eV/Å.

Computed properties:
orbital gap = 9.80 eV
multiplicity = 1
E_tot = -17088.3908 eV
charge = 0
structure (SMILES) = NC[C@@H](N)CS
energy above the lowest of the compared OMol25 structures with the same formula, charge and spin = 0.2135 eV
HOMO level = -8.84 eV

> What is the formula in the third record?

C3H10N2S